No. 1
52
Properties=species:S:1:pos:R:3:forces:R:3:nbo_charge:R:1 method="wB97M-V/def2-TZVPD" homo_ev="-9.719 / -9.718" homo_lumo_gap_ev="6.57 / 6.57" charge=+1 multiplicity=5 relative_energy_kj_mol=75.9
Fe -0.559 -0.715 -0.470 0.2 0.0 1.1 1.403
S -1.213 -2.267 -2.226 -0.3 0.1 0.3 -0.241
O 2.211 4.360 3.330 0.2 -0.5 0.1 -0.719
O 3.603 2.664 3.991 -0.4 0.3 -0.3 -0.713
O -0.262 0.922 -2.730 0.2 0.0 0.0 -0.686
O 1.287 0.388 -1.240 -0.5 -0.1 -0.4 -0.635
N -2.579 -4.473 -1.789 0.0 -0.1 -0.3 -0.755
N 0.187 0.366 1.260 0.1 0.1 -0.1 -0.549
N -1.965 -2.094 0.794 -0.1 0.3 -0.1 -0.656
N 1.287 2.349 -4.228 0.0 -0.1 0.1 -0.854
N -2.373 -3.198 0.056 0.1 -0.1 -0.3 -0.433
N 0.912 -2.026 0.572 0.3 -0.3 -0.5 -0.562
N -1.962 0.947 -0.059 -0.3 -0.1 -0.8 -0.588
C 1.836 2.045 -2.909 -0.1 0.1 -0.1 -0.351
C 3.135 -3.333 1.556 0.1 0.0 0.1 -0.121
C -2.122 3.165 0.781 -0.1 0.2 0.1 -0.233
C -3.092 1.150 -0.758 0.2 -0.2 0.1 0.046
C -3.283 3.366 0.061 -0.1 0.1 0.0 -0.123
C 1.208 -3.274 0.175 -0.1 0.2 0.2 0.056
C 1.727 -1.411 1.443 -0.2 0.1 0.0 0.206
C 1.357 -0.012 1.775 -0.1 -0.2 -0.1 0.155
C 0.532 2.557 2.105 0.1 0.2 0.1 -0.151
C -3.787 2.337 -0.726 -0.1 0.1 0.1 -0.249
C -0.212 1.630 1.410 -0.2 -0.1 -0.1 0.088
C 2.839 -2.048 1.968 0.2 -0.1 0.2 -0.212
C 1.744 2.168 2.660 -0.1 -0.1 0.0 -0.015
C -1.479 1.939 0.702 0.1 -0.1 0.1 0.280
C 2.624 3.186 3.422 0.3 0.3 0.2 0.723
C -2.101 -3.349 -1.261 0.0 0.0 0.4 0.323
C 0.959 1.029 -2.221 0.0 0.1 0.0 0.798
C 2.158 0.854 2.488 0.2 0.1 0.2 -0.193
C 2.311 -3.961 0.631 0.0 -0.1 0.1 -0.250
H -3.794 4.320 0.113 0.0 0.0 0.0 0.240
H -1.716 3.952 1.403 0.0 0.0 0.0 0.249
H -1.453 -2.397 1.619 0.1 0.1 -0.2 0.400
H -2.778 -1.559 1.083 0.0 0.1 0.1 0.389
H 0.247 3.596 2.231 0.0 -0.1 0.0 0.256
H 1.786 2.936 -2.282 0.1 0.0 0.1 0.253
H -2.866 -3.926 0.549 -0.1 -0.1 0.0 0.392
H 2.865 1.698 -2.891 0.1 -0.1 0.0 0.237
H -3.440 0.320 -1.370 0.1 0.1 0.1 0.205
H 3.461 -1.546 2.696 0.0 0.0 -0.1 0.249
H 3.112 0.577 2.922 -0.1 0.0 0.0 0.264
H 4.003 -3.844 1.955 0.0 0.0 0.0 0.239
H -4.698 2.453 -1.299 0.0 0.0 0.0 0.241
H -0.249 1.490 -3.544 0.0 0.0 0.0 0.534
H -3.175 -5.108 -1.281 0.0 0.0 0.0 0.409
H 2.520 -4.958 0.269 0.0 0.0 0.0 0.238
H 1.431 3.315 -4.483 -0.1 0.0 0.0 0.397
H 1.716 1.781 -4.949 0.0 0.0 0.0 0.385
H -2.427 -4.641 -2.769 0.0 0.0 0.0 0.434
H 0.527 -3.726 -0.536 0.1 0.1 -0.1 0.199


No. 2
101
Properties=species:S:1:pos:R:3:forces:R:3:mulliken_charge:R:1 method="wB97M-V/def2-TZVPD" homo_ev=-6.029 homo_lumo_gap_ev=7.00 charge=-1
Cd 1.652 1.134 0.099 -4.4 0.5 2.2 -1.104
Cd 3.436 -1.657 -1.571 2.4 -2.5 0.4 0.561
P 3.890 0.884 -1.142 5.6 0.8 -3.0 1.164
O -2.381 1.724 -4.071 -0.9 -0.2 -0.2 -0.718
O 2.671 3.680 -2.595 -0.4 1.0 -0.4 -0.552
O -2.070 3.025 -1.747 0.0 0.4 0.3 -0.855
O -1.566 5.871 -0.578 0.1 0.1 0.2 -0.601
O -3.232 1.074 0.787 -0.4 0.6 0.5 -0.685
O 0.822 5.118 0.927 0.3 0.3 0.4 -0.565
O -3.129 -2.455 -3.411 -0.6 -0.1 -0.2 -0.701
O 5.310 -0.647 1.915 0.1 -0.3 1.4 -0.752
O 1.216 2.573 1.564 -0.3 1.2 1.6 0.036
O -2.814 2.400 3.768 -0.2 0.1 0.0 -0.677
O -5.538 -0.966 -0.601 -0.1 0.2 -0.6 -0.630
O -4.551 -1.601 2.038 -0.6 0.0 -0.2 -0.768
O -0.351 -4.400 2.222 0.2 -0.3 1.2 -0.726
O 2.659 -2.581 0.399 0.1 -1.0 -0.1 -0.402
O -3.170 -4.569 -0.076 0.0 -0.2 -0.2 -0.609
O 0.885 -1.915 3.274 1.3 0.4 0.8 -0.711
O -0.667 -1.893 -1.981 -1.2 -0.3 -0.3 -0.229
O -2.782 -2.523 4.775 -0.4 -0.3 0.1 -0.591
O 4.796 -0.303 -0.739 1.4 -1.2 1.7 -1.186
O 0.725 2.738 -1.226 -0.9 0.5 0.1 0.351
O 3.458 1.783 0.022 5.2 2.9 -0.4 -0.910
O 4.286 2.493 2.408 0.5 0.2 1.5 -0.642
O 0.616 -0.929 -5.328 0.1 -0.2 -0.4 -0.688
O 0.068 -4.336 -0.502 0.2 -0.5 0.7 -0.715
O -1.492 0.161 4.318 0.3 -0.9 0.5 -0.718
O 0.552 2.356 4.371 -0.3 0.2 0.0 -0.595
O 2.471 -0.343 1.745 0.0 0.4 0.3 -0.433
O -1.544 -1.611 2.308 -0.6 -1.2 0.3 0.238
O 2.576 0.116 -1.306 -1.7 0.4 -4.2 -0.764
O -0.519 -4.782 -3.329 -0.5 -0.4 0.0 -0.674
O 0.000 1.964 -5.205 0.6 0.0 -0.2 -0.620
O 4.685 1.377 -2.406 -3.2 1.1 1.9 -0.919
B -0.179 0.042 0.258 -1.6 -0.7 0.3 7.289
B 2.014 -2.805 -2.666 -1.0 -1.1 -0.2 0.449
H 2.903 -3.362 0.896 0.2 -0.3 0.0 0.155
H -0.004 -1.885 2.921 -1.0 -0.2 -0.4 0.454
H -2.897 3.476 -1.580 -0.4 -0.1 -0.2 0.235
H 2.920 -2.561 -3.197 4.1 0.4 -2.5 -0.082
H -3.012 2.617 2.857 -0.2 -0.1 -0.5 0.274
H -3.923 -0.914 1.813 0.4 0.3 0.0 0.342
H 0.911 -4.002 -0.810 0.2 0.2 -0.1 0.517
H -0.071 2.929 -1.723 -0.3 -0.1 -0.2 0.070
H -3.367 -3.634 -0.027 -0.1 0.3 0.0 0.298
H 3.250 2.963 -2.854 1.0 -1.2 0.2 0.212
H -1.907 2.519 -0.950 0.2 -0.4 0.5 0.276
H 3.264 -0.142 2.242 1.0 -0.1 -0.1 0.126
H -2.432 3.201 4.127 0.2 0.2 0.2 0.295
H -1.615 -1.003 3.043 0.0 0.4 0.5 -0.106
H 1.014 3.078 4.796 0.2 0.2 0.2 0.241
H -0.428 0.857 -0.403 -1.5 2.8 -2.6 -1.070
H 0.895 -0.015 -5.374 -0.1 0.3 0.0 0.307
H -1.024 -3.730 2.095 -0.2 0.3 -0.1 0.126
H -0.889 0.508 4.975 0.2 0.0 0.1 0.193
H 0.023 -4.023 -3.114 0.2 0.1 -0.1 0.238
H 1.645 -1.877 -2.257 -1.8 2.9 1.5 -0.607
H 1.876 -0.729 2.388 -0.7 -0.4 0.6 0.096
H 0.141 5.422 0.328 -0.6 0.1 -0.4 0.245
H 1.388 3.315 -1.604 0.8 0.4 -0.5 0.208
H -2.559 -2.919 -2.798 0.3 -0.1 0.0 0.347
H 1.624 5.530 0.609 0.3 0.0 -0.1 0.286
H -0.043 -4.600 1.338 0.0 0.0 -0.9 0.452
H 2.115 -2.074 1.002 0.0 0.7 0.2 0.267
H 5.549 0.269 2.057 0.1 0.3 0.0 0.278
H -1.903 6.633 -1.050 0.0 0.3 -0.1 0.291
H 0.806 2.395 -4.922 0.3 0.2 0.3 0.294
H -2.778 -1.565 -3.437 0.2 0.2 0.0 0.295
H -4.083 -2.159 2.660 0.3 -0.3 0.3 0.278
H 0.147 0.487 1.186 0.2 1.1 4.0 -0.623
H -1.968 0.929 4.001 -0.5 0.8 -0.2 0.304
H 1.352 -2.991 -3.497 -2.0 -0.8 -3.0 -0.019
H -5.105 -1.412 0.127 0.1 -0.3 0.5 0.373
H -2.366 -1.662 4.730 0.1 0.5 0.1 0.321
H -0.153 2.296 -6.090 -0.2 0.0 -0.3 0.256
H 1.062 2.661 2.504 -0.1 -0.4 0.6 0.064
H 0.215 -1.966 -2.347 0.1 0.1 -0.1 0.490
H -5.755 -0.100 -0.257 -0.1 0.1 0.2 0.273
H -1.111 -1.107 1.619 0.1 0.3 -0.6 -0.111
H -3.393 1.009 -0.154 -0.2 -0.4 -0.4 0.351
H 4.020 2.236 1.526 -0.3 -0.3 -1.3 0.489
H 5.183 -0.718 0.969 -0.2 0.2 -1.2 0.436
H 1.095 3.456 1.217 -0.2 0.8 -0.5 0.173
H -2.338 1.884 -3.128 0.0 0.0 0.0 0.445
H -0.580 -3.893 -1.050 -0.4 0.2 -0.1 0.142
H -2.208 5.182 -0.744 0.1 -0.3 -0.1 0.266
H 3.090 4.466 -2.946 0.1 0.2 0.0 0.216
H -1.085 -0.526 0.402 -2.9 -1.9 -0.1 -0.763
H -0.155 -5.112 -4.151 0.0 0.0 -0.2 0.245
H 0.846 -1.206 -4.441 0.0 -0.2 0.3 0.539
H -2.135 -3.080 5.207 0.1 -0.2 0.0 0.308
H -1.466 1.703 -4.352 0.3 -0.1 -0.2 0.426
H -3.175 -4.864 0.835 0.1 -0.1 0.2 0.287
H 1.052 -2.846 3.425 0.0 -0.4 -0.1 0.291
H 0.633 -0.523 -0.172 2.0 -3.0 -1.5 -1.144
H -0.568 -1.302 -1.234 0.0 0.1 0.3 -0.448
H 2.055 -3.625 -1.966 0.3 -2.8 2.2 -0.270
H 3.827 3.319 2.567 0.0 0.1 0.0 0.239
H 1.075 1.582 4.576 0.3 -0.4 -0.1 0.318
H -2.281 1.007 0.874 0.6 -0.4 0.0 -0.052


No. 3
12
Properties=species:S:1:pos:R:3:forces:R:3:nbo_charge:R:1 method="wB97M-V/def2-TZVPD" homo_ev="-8.597 / -8.923" homo_lumo_gap_ev="7.92 / 7.49" charge=0 relative_energy_kj_mol=427.2
O -0.933 -0.554 1.322 0.1 0.3 -0.2 -0.536
C 0.425 -0.185 -0.540 -0.7 0.4 0.0 -0.267
C -1.801 0.992 -0.287 -0.1 0.0 0.0 -0.704
C 1.566 -0.662 0.042 1.3 -0.5 0.3 -0.363
C 2.367 -0.581 1.133 -1.1 -0.3 -0.3 0.005
C -0.784 0.011 0.249 -0.1 0.1 0.2 0.505
H -2.814 0.667 -0.045 0.1 0.0 0.0 0.238
H 0.416 -0.061 -1.620 -0.2 -0.1 0.2 0.214
H -1.700 1.167 -1.363 0.0 -0.1 0.2 0.215
H -1.613 1.940 0.228 -0.1 -0.1 -0.1 0.242
H 2.840 -1.445 1.607 0.0 0.2 -0.3 0.172
H 2.031 -1.291 -0.727 0.8 -0.1 0.0 0.280


no.,electronic energy (Eh)
1,-3082.077951
2,-3172.611025
3,-269.183531